{
  "formula": "C5H7BrIN2S",
  "method": "ωB97M-V with the def2-TZVPD basis set",
  "molar_mass_da": 334.00,
  "homo_lumo_gap_ev": 8.26,
  "homo_energy_ev": -12.689,
  "energy_ev": -97247.1231,
  "charge": 1,
  "relative_energy_kcal_mol": 1.8,
  "species": ["C", "C", "C", "C", "C", "N", "N", "S", "Br", "I", "H", "H", "H", "H", "H", "H", "H"],
  "positions_angstrom": [[-1.6086, -1.3428, -0.2703], [2.0304, 0.5505, -0.1989], [1.8880, -0.8366, 0.4193], [-1.2847, 1.0932, 0.1027], [-0.8528, -0.1853, -0.4181], [-1.2611, -2.4946, -0.4682], [-0.6325, 2.2797, 0.1340], [0.8263, -0.5371, -1.0294], [3.5875, -1.9232, 0.1806], [-3.8711, -1.1295, 0.2199], [1.7549, 1.5458, 0.2329], [2.8456, 0.7853, -0.9814], [1.5576, -0.9951, 1.4328], [-2.2108, 1.1290, 0.5825], [-2.0354, -3.2238, -0.3583], [0.2755, 2.2854, -0.2711], [-1.0088, 2.9990, 0.6911]],
  "forces_ev_per_angstrom": [[-3.7, -0.3, 0.5], [0.8, 0.9, -0.9], [3.1, 0.9, -0.9], [2.9, -1.3, -1.2], [1.1, 4.7, 1.2], [-0.3, -3.1, -0.1], [-0.6, -3.1, -0.8], [-1.3, -0.3, 0.4], [-1.9, 0.8, 0.0], [1.3, 0.3, -0.2], [0.0, -1.6, 0.3], [-1.0, -1.0, 1.5], [-0.7, 0.1, -0.1], [-1.5, -0.3, 0.5], [1.7, 1.2, -0.3], [0.2, 0.9, -0.1], [-0.2, 1.0, 0.4]]
}